Model A:
{"formula": "C6H12O4", "method": "wB97M-V/def2-TZVPD", "smiles": "CCC(=O)O.CCC(=O)O", "charge": 0, "lumo_energy_ev": 0.38, "spin_multiplicity": 1, "orbital_gap_ev": 10.829, "homo_energy_ha": -0.384, "symbols": ["C", "C", "C", "O", "O", "H", "H", "H", "H", "H", "H", "C", "C", "C", "O", "O", "H", "H", "H", "H", "H", "H"], "positions_angstrom": [[0.03053, 1.94127, 0.69984], [1.35779, 1.31103, 0.15907], [2.56129, 1.62029, 1.05537], [2.46386, 2.22581, 2.13680], [3.67632, 1.05837, 0.52840], [0.19450, 2.99819, 0.96935], [-0.32032, 1.40035, 1.59478], [-0.75642, 1.89289, -0.07151], [1.28460, 0.22394, -0.03667], [1.48362, 1.82077, -0.81550], [4.47309, 1.25580, 1.09248], [-2.56339, -1.05909, 0.09251], [-1.75470, -2.15047, -0.54406], [-0.72004, -1.59800, -1.46740], [-1.07453, -0.68933, -2.26188], [0.39504, -2.27738, -1.31019], [-3.08185, -0.44583, -0.66362], [-1.95104, -0.39446, 0.72489], [-3.32058, -1.54931, 0.72730], [-1.26020, -2.70490, 0.27662], [-2.35732, -2.87525, -1.12458], [1.23978, -2.00475, -1.76199]]}

***

Model B:
{"formula": "C6H12O4", "method": "wB97M-V/def2-TZVPD", "smiles": "CCC(=O)O.CCC(=O)O", "charge": 0, "lumo_energy_ev": 0.51, "spin_multiplicity": 1, "orbital_gap_ev": 10.816, "homo_energy_ha": -0.379, "symbols": ["C", "C", "C", "O", "O", "H", "H", "H", "H", "H", "H", "C", "C", "C", "O", "O", "H", "H", "H", "H", "H", "H"], "positions_angstrom": [[-2.18490, -0.09146, -0.03344], [-2.19053, 1.45086, -0.19041], [-1.89817, 2.05459, 1.22301], [-2.65843, 2.83471, 1.78291], [-0.64635, 1.76639, 1.63010], [-3.00679, -0.32375, 0.66452], [-1.25403, -0.53381, 0.35952], [-2.41013, -0.55466, -1.00880], [-1.34673, 1.85569, -0.78164], [-3.12339, 1.89583, -0.58693], [-0.41908, 2.03652, 2.56144], [1.44010, -1.41168, 0.84207], [1.30857, -1.02383, -0.61423], [2.69910, -1.04241, -1.31064], [3.74454, -1.20974, -0.68710], [2.56415, -0.83383, -2.58696], [0.44033, -1.50638, 1.29826], [2.02038, -0.67052, 1.41702], [1.95101, -2.38695, 0.90870], [0.54280, -1.60872, -1.15915], [1.00489, 0.04024, -0.64587], [3.42271, -0.73706, -3.08246]]}

***

Model C:
{"formula": "C6H12O4", "method": "wB97M-V/def2-TZVPD", "smiles": "COC(C)=O.COC(C)=O", "charge": 0, "lumo_energy_ev": 0.62, "spin_multiplicity": 1, "orbital_gap_ev": 10.865, "homo_energy_ha": -0.376, "symbols": ["C", "O", "C", "C", "O", "H", "H", "H", "H", "H", "H", "C", "O", "C", "C", "O", "H", "H", "H", "H", "H", "H"], "positions_angstrom": [[-0.44423, 0.51184, 2.99801], [-0.98643, 0.47494, 1.61771], [-1.80989, 1.35405, 1.10388], [-2.31293, 0.90574, -0.27175], [-2.24246, 2.31745, 1.71119], [0.38685, -0.17625, 3.22703], [-1.28818, 0.27986, 3.66923], [-0.11080, 1.54443, 3.19600], [-3.08817, 1.65817, -0.49417], [-2.80155, -0.07416, -0.13891], [-1.62651, 0.84272, -1.13283], [2.43262, 0.66985, -1.05570], [1.52622, -0.37640, -0.83756], [1.62216, -1.46399, -1.52798], [0.28114, -2.23306, -1.68802], [2.67685, -1.94295, -1.99691], [3.12662, 0.57445, -1.90768], [3.02322, 0.81301, -0.13520], [1.80366, 1.56228, -1.21250], [-0.47428, -1.58447, -2.16264], [-0.07023, -2.50107, -0.67742], [0.37634, -3.15643, -2.28378]]}

***

Model D:
{"formula": "C6H12O4", "method": "wB97M-V/def2-TZVPD", "smiles": "C[C@@H]1O[C@@H](O)C[C@@H](O)[C@H]1O", "charge": 0, "lumo_energy_ev": 0.41, "spin_multiplicity": 1, "orbital_gap_ev": 9.887, "homo_energy_ha": -0.348, "symbols": ["C", "C", "O", "C", "O", "C", "C", "O", "C", "O", "H", "H", "H", "H", "H", "H", "H", "H", "H", "H", "H", "H"], "positions_angstrom": [[1.95497, -0.31320, -1.62105], [0.72733, -0.33337, -0.62850], [-0.26245, 0.39279, -1.43505], [-1.56848, 0.18406, -0.91398], [-2.27234, -0.93317, -1.27385], [-1.50824, 0.18705, 0.67816], [-0.21780, 1.01990, 1.17345], [-0.27449, 1.12430, 2.50811], [1.07055, 0.16942, 0.69024], [1.28271, -0.89974, 1.62397], [2.62889, -0.79834, -1.07909], [1.59951, -0.75257, -2.27331], [2.12104, 0.78030, -1.85094], [0.30815, -1.56369, -0.44468], [-1.90829, 0.92584, -1.12450], [-1.53615, -1.81501, -0.96782], [-1.47337, -0.88414, 1.28494], [-2.51111, 0.48513, 0.99374], [-0.21724, 2.05339, 0.75926], [-1.04575, 1.79194, 2.54899], [1.88208, 0.93140, 0.35844], [1.22050, -1.75230, 0.99348]]}

***

Tell me which of them is the least stable. Sure, it is model D.

***

Model A:
{"formula": "C6H14NO", "method": "wB97M-V/def2-TZVPD", "charge": -1, "lumo_energy_ev": 3.75, "spin_multiplicity": 1, "orbital_gap_ev": 6.401, "homo_energy_ha": -0.098, "symbols": ["C", "N", "C", "C", "O", "C", "C", "C", "H", "H", "H", "H", "H", "H", "H", "H", "H", "H", "H", "H", "H", "H"], "positions_angstrom": [[0.07369, -1.13833, 2.30862], [0.62323, -1.42035, 3.46488], [-2.35184, 0.01633, -1.37212], [-1.45067, 0.75333, -2.39393], [-0.83058, 1.82924, -1.84366], [0.37052, 0.12480, 1.51229], [2.39848, 0.32313, 0.00579], [0.90340, 0.04930, 0.07249], [1.44970, -1.50350, 2.62938], [-0.79667, -1.65509, 1.86828], [-1.72568, -0.30108, -0.52346], [-2.67742, -0.99198, -1.70132], [-3.16359, 0.56796, -0.87830], [-0.77758, -0.12055, -2.63035], [-1.95966, 1.00882, -3.33982], [-0.51810, 0.76595, 1.51769], [1.06128, 0.67079, 2.16922], [2.89223, -0.06401, 0.90787], [2.88258, -0.00942, -0.91584], [2.60048, 1.39465, -0.00994], [0.30437, 0.68021, -0.59313], [0.69182, -0.98022, -0.25463]]}

***

Model B:
{"formula": "C6H14NO", "method": "wB97M-V/def2-TZVPD", "charge": -1, "lumo_energy_ev": 3.54, "spin_multiplicity": 1, "orbital_gap_ev": 5.887, "homo_energy_ha": -0.086, "symbols": ["C", "C", "N", "C", "C", "C", "C", "O", "H", "H", "H", "H", "H", "H", "H", "H", "H", "H", "H", "H", "H", "H"], "positions_angstrom": [[0.66326, 2.70832, -0.76545], [1.01776, 1.77896, 0.42750], [-0.59726, 0.96765, 0.78753], [0.48599, -2.62896, -0.02591], [0.20096, -1.33455, 0.78923], [-0.57055, -0.29451, -0.01192], [-2.02227, -0.73902, -0.31792], [-2.16465, -1.85324, -1.09612], [1.54487, 3.19162, -1.24403], [-0.03990, 3.50387, -0.44342], [0.16059, 2.12944, -1.54966], [1.80579, 1.04237, 0.02120], [1.57684, 2.43275, 1.16360], [0.54330, 1.12981, 1.28352], [0.91582, -3.40208, 0.56711], [-0.41693, -2.94251, -0.49926], [1.20097, -2.40311, -0.84367], [-0.38706, -1.57184, 1.70768], [1.16795, -0.89951, 1.14314], [-0.06762, -0.16549, -1.02006], [-2.51525, -0.79994, 0.70111], [-2.50262, 0.14995, -0.77421]]}

***

Model C:
{"formula": "C6H14NO", "method": "wB97M-V/def2-TZVPD", "smiles": "CCCCNCC[O-]", "charge": -1, "lumo_energy_ev": 3.24, "spin_multiplicity": 1, "orbital_gap_ev": 5.354, "homo_energy_ha": -0.078, "symbols": ["C", "C", "C", "C", "N", "C", "C", "O", "H", "H", "H", "H", "H", "H", "H", "H", "H", "H", "H", "H", "H", "H"], "positions_angstrom": [[-0.94653, -4.02368, 0.29149], [-1.08542, -2.57292, -0.23947], [-0.93342, -1.49021, 0.86844], [0.26012, -0.55953, 0.75809], [-0.03292, 0.61117, -0.04705], [0.90798, 1.70674, 0.04285], [0.46362, 3.05145, -0.72711], [1.51084, 3.82357, -1.02305], [-0.45559, -3.99644, 1.27067], [-1.89707, -4.49049, 0.54909], [-0.29460, -4.60849, -0.35164], [-0.23255, -2.44248, -0.90978], [-1.99113, -2.47981, -0.83341], [-0.88432, -2.02977, 1.81744], [-1.82733, -0.86119, 0.88486], [1.11774, -1.15130, 0.38743], [0.43746, -0.13783, 1.74696], [-0.42996, 0.43062, -0.94875], [1.08087, 1.99313, 1.08358], [1.87806, 1.46769, -0.42000], [-0.12097, 2.69614, -1.61214], [-0.20993, 3.56830, 0.00530]]}

***

Tell me which of them is the least stable. Sure, it is model B.